Entry from OMol25: a cluster of 2 separate species, C8H16BO5 in total (wB97M-V/def2-TZVPD).

```
30
Properties=species:S:1:pos:R:3:lowdin_charge:R:1
H 3.442 0.380 2.262 0.07
B 4.188 -0.614 2.426 -0.60
C 1.938 -1.445 0.118 -0.11
H -4.239 2.334 -2.082 0.07
H 3.015 -3.093 0.925 0.13
H -2.258 2.467 -2.214 0.11
H -0.792 1.541 -1.960 0.12
H -5.108 1.015 -1.282 0.09
H 5.296 -0.242 2.756 0.05
C 1.790 0.049 0.208 -0.26
H -5.462 1.423 -2.966 0.09
C -2.045 1.607 -0.228 -0.07
H 1.962 -2.852 3.026 0.11
H 1.573 -1.162 2.695 0.11
C -1.854 1.577 -1.726 -0.23
H -1.561 2.487 0.193 0.09
C 2.885 -2.031 1.175 -0.37
O 4.147 -1.439 1.165 -0.09
H -3.102 1.628 0.045 0.07
O 0.813 0.607 0.683 -0.01
H -1.594 0.728 0.228 0.07
C -3.688 0.296 -2.690 -0.54
H 0.934 -1.859 0.207 0.12
O 3.488 -1.534 3.384 -0.11
O -4.043 -0.650 -3.338 0.09
C -4.672 1.347 -2.223 0.01
C 2.374 -1.913 2.643 -0.23
H 2.373 -1.685 -0.853 0.11
H 2.602 0.639 -0.248 0.12
O -2.402 0.395 -2.329 0.01
```

Computed properties:
total charge	-1
HOMO energy	-4.172	eV
frontier orbital gap	0.24784	hartree
lowest unoccupied orbital energy	0.095	Ha
2S+1	1
energy relative to the best compared isomer or geometry (same formula, charge and spin)	0.00	kcal per mole

***

Entry from OMol25: a cluster of 2 separate species, C4H11N3O2 in total (wB97M-V/def2-TZVPD).

```
20
Properties=species:S:1:pos:R:3:lowdin_charge:R:1
H 1.259 -3.189 -0.829 0.09
H 2.097 -0.572 -2.047 0.12
C -2.088 0.775 0.338 -0.61
O 3.252 -1.034 0.353 0.14
N -1.725 -0.084 -0.681 0.11
H -0.773 0.004 -1.009 0.05
H -3.299 1.237 1.735 0.02
H -2.754 3.200 0.821 0.08
H 2.868 -3.428 -1.457 0.09
H -1.911 -1.071 -0.537 0.09
C -1.713 3.062 1.107 -0.10
O 1.655 -0.788 -1.213 0.03
H 2.599 -3.557 0.289 0.09
H -0.619 1.982 -0.276 0.11
H -1.090 3.876 0.759 0.07
N -1.169 1.804 0.557 -0.02
N -3.161 0.563 0.992 0.10
H -1.625 3.028 2.189 0.07
C 2.513 -1.555 -0.419 -0.54
C 2.315 -3.021 -0.608 0.00
```

Computed properties:
total charge	0
HOMO energy	-8.812	eV
frontier orbital gap	0.33570	hartree
lowest unoccupied orbital energy	0.012	Ha
2S+1	1
energy relative to the best compared isomer or geometry (same formula, charge and spin)	26.12	kcal per mole
SMILES	[H]/N=C(/N)NC.CC(=O)O

***

Entry from OMol25: a structure of composition C35H45LiN9O5S3 in a non-equilibrium geometry (wB97M-V/def2-TZVPD).

```
98
Properties=species:S:1:pos:R:3:lowdin_charge:R:1
C -0.568 0.909 3.318 -1.12
C -1.837 -0.686 6.859 -0.06
H -1.676 2.483 5.610 0.07
N -1.157 1.918 1.320 0.00
C -2.868 2.115 -1.491 -0.06
N -0.867 0.723 -3.682 0.04
H 4.659 -0.570 -6.349 0.08
C -4.126 3.859 -2.602 -0.08
H -3.959 3.575 1.836 0.08
C 3.614 1.296 -6.015 -0.31
N -2.178 0.787 -1.713 -0.24
H -4.596 -2.575 6.308 0.09
O -1.981 0.100 -0.565 -0.26
H -3.671 1.363 4.900 0.10
N 0.473 -1.579 -0.304 0.03
C -2.673 2.930 -0.356 -0.07
H 4.012 0.168 -7.816 0.08
H -4.734 4.181 -3.439 0.10
H 2.104 -0.617 -1.009 0.11
C 2.635 -2.389 -3.147 -0.02
H 3.989 1.406 -4.993 0.10
O -1.380 -0.784 -5.936 -0.08
N 2.896 -1.894 2.146 -0.11
C 2.843 -2.874 4.409 -0.17
C -2.705 -1.763 6.936 -0.09
C -3.662 2.564 -2.548 -0.01
S -1.004 -0.719 2.969 0.50
H 1.555 -3.393 2.725 0.12
C 4.081 -1.982 4.507 -0.20
H 0.536 2.735 -1.810 0.09
C -2.187 2.612 1.039 -0.26
H -0.782 2.576 -4.658 0.13
H 2.212 -2.756 5.291 0.11
C -3.401 0.486 5.478 -0.06
H -2.427 -2.642 7.504 0.10
C -0.106 -2.711 -0.682 -0.34
H -4.088 5.783 -1.629 0.10
C -0.928 1.268 -2.415 -0.17
H -5.218 -0.557 5.014 0.10
H 1.220 -1.806 3.397 0.03
O 2.139 -0.723 -5.288 -0.32
H -1.836 -3.965 -0.585 0.08
C -3.108 4.260 -0.487 -0.06
H 4.072 -3.569 1.884 0.12
H -0.705 1.143 -5.705 0.10
C -3.790 4.742 -1.584 -0.09
H 5.649 -3.126 3.536 0.10
H 1.606 1.496 -3.796 0.08
C -2.977 3.244 2.166 -0.03
C -2.795 -0.085 -2.741 0.03
H 3.592 -2.023 -2.767 0.08
H 5.701 -1.398 3.193 0.10
H 5.460 0.848 -7.054 0.07
H 2.781 -3.400 -3.524 0.08
H 3.483 2.277 -6.475 0.10
C -2.173 0.450 6.125 -0.31
H 2.332 -1.757 -3.983 0.02
C -2.001 -0.104 -3.847 -0.20
C -1.195 1.583 5.988 -0.44
H 3.761 -0.938 4.493 0.11
Li -0.785 -0.157 0.655 0.44
H 0.327 -4.169 -2.328 0.11
H 1.472 2.684 -5.122 0.11
H 1.118 1.058 -1.861 0.06
H -0.870 -0.729 7.350 0.11
C -4.274 -0.594 5.546 -0.09
C 1.171 1.693 -4.775 -0.20
C 5.031 -2.248 3.328 -0.17
H -1.016 -3.736 0.970 0.07
C -3.927 -1.723 6.271 -0.10
H 4.727 -2.107 1.161 0.12
H -3.097 2.516 2.967 0.06
C -0.362 1.573 -4.766 -0.14
S 0.246 1.245 4.914 0.80
C 4.495 0.379 -6.860 -0.12
C 0.258 1.690 -1.628 -0.01
C 4.222 -2.499 2.040 -0.14
H -2.426 4.089 2.593 0.09
H 3.157 -3.922 4.370 0.11
S 1.983 0.571 -5.903 0.66
H -2.906 4.937 0.335 0.11
H -1.993 -2.435 0.291 0.06
C -1.308 -3.245 0.039 -0.03
N -2.207 -0.857 -4.962 -0.38
H -0.731 1.807 6.950 0.07
C 1.597 -2.392 -2.073 -0.29
N 1.498 -1.409 -1.158 0.02
H -3.515 -0.807 -2.408 0.12
H -3.877 1.862 -3.343 0.11
N 2.610 0.340 1.095 0.16
C 0.575 -3.269 -1.787 0.01
O 1.375 0.703 -7.204 -0.30
C 2.021 -2.504 3.159 -0.15
N -0.735 1.991 2.637 -0.10
H 0.048 1.600 -0.563 0.05
C 2.693 -0.690 1.629 -0.31
O -3.243 -1.591 -4.972 -0.07
H 4.604 -2.146 5.450 0.10
```

Computed properties:
total charge	-1
HOMO energy (spin up / spin down)	-3.172 / -4.285	eV
frontier orbital gap (spin up / spin down)	0.19161 / 0.23311	hartree
lowest unoccupied orbital energy (spin up / spin down)	0.075 / 0.076	Ha
2S+1	1
energy relative to the best compared isomer or geometry (same formula, charge and spin)	0.00	kcal per mole

***

Entry from OMol25: the molecule C5H5NO2 in a non-equilibrium geometry (wB97M-V/def2-TZVPD).

```
13
Properties=species:S:1:pos:R:3:lowdin_charge:R:1
C 1.314 -0.529 -0.144 -0.36
H -2.974 -1.547 0.342 0.09
O -0.753 0.663 -0.471 0.05
C -2.271 -0.808 0.163 -0.06
C -0.155 -0.509 -0.048 -0.34
H 1.904 1.565 -0.516 0.17
H 1.672 1.133 1.237 0.02
N -0.952 -1.355 0.357 0.17
H 3.204 0.656 0.348 0.14
C -2.088 0.355 -0.372 -0.12
H -2.824 1.201 -0.688 0.16
C 2.000 0.674 0.411 -0.01
O 1.924 -1.499 -0.620 0.09
```

Computed properties:
total charge	0
HOMO energy	-10.227	eV
frontier orbital gap	0.38739	hartree
lowest unoccupied orbital energy	0.012	Ha
2S+1	1
energy relative to the best compared isomer or geometry (same formula, charge and spin)	59.87	kcal per mole
SMILES	CC(=O)c1ncco1

***

Entry from OMol25: a cluster of 2 separate species, C6H12O in total in a non-equilibrium geometry (wB97M-V/def2-TZVPD).

```
19
Properties=species:S:1:pos:R:3:lowdin_charge:R:1
H 2.072 2.707 -0.452 0.07
C 1.863 1.698 -0.807 -0.10
O -2.039 -3.089 -2.896 -0.07
H -1.358 2.214 0.780 0.08
H 0.113 3.005 0.618 0.06
C -0.348 2.199 1.185 -0.06
C -0.394 -0.263 1.396 -0.19
C 0.376 0.865 1.054 -0.33
H -0.467 -2.296 1.642 0.04
C 1.542 0.743 0.330 -0.09
H 1.160 1.496 -1.606 0.08
H -0.162 2.526 2.208 0.09
H -2.687 -2.746 -3.528 0.04
H 2.812 1.359 -1.221 0.06
H 2.388 0.267 0.822 0.10
C -0.279 -1.523 0.890 0.03
H -0.447 -1.954 -0.086 0.05
H -1.139 -0.129 2.192 0.10
H -2.646 -3.567 -2.317 0.03
```

Computed properties:
total charge	0
HOMO energy	-7.581	eV
frontier orbital gap	0.29258	hartree
lowest unoccupied orbital energy	0.014	Ha
2S+1	1
energy relative to the best compared isomer or geometry (same formula, charge and spin)	94.85	kcal per mole
SMILES	C=C/C(C)=C/C.O

***

Entry from OMol25: a structure of composition C18H17N2O3Ti (wB97M-V/def2-TZVPD).

```
41
Properties=species:S:1:pos:R:3:lowdin_charge:R:1
O -0.250 2.113 -0.521 -0.16
H 4.405 -0.329 -1.208 0.12
C 1.643 0.318 2.791 -0.07
N -1.988 0.023 -0.430 -0.05
C -3.533 4.598 -0.806 -0.10
C 4.782 -2.419 -0.900 -0.07
C 2.070 -2.619 -0.328 -0.14
C 0.378 0.336 1.963 -0.44
H -2.430 -1.761 -1.429 0.13
C 2.617 -1.362 -0.666 -0.32
H 2.453 -4.705 -0.032 0.11
O -0.718 0.407 2.508 -0.04
H 2.230 -0.567 2.532 0.07
H 1.424 0.331 3.861 0.07
C -3.708 3.243 -0.695 -0.05
H 4.869 -4.547 -0.534 0.10
C 2.899 -3.751 -0.293 -0.05
C 4.242 -3.667 -0.571 -0.09
C -2.611 2.367 -0.598 -0.14
C -2.476 -1.355 -0.413 -0.19
C -1.551 -2.154 0.485 -0.19
H -2.072 6.178 -0.918 0.10
H 2.250 1.186 2.520 0.08
C 3.990 -1.295 -0.950 -0.01
H 5.839 -2.332 -1.118 0.11
C 0.674 -2.782 0.007 -0.06
H -1.763 -3.225 0.424 0.12
C -2.226 5.110 -0.829 -0.08
N -0.189 -1.836 0.072 -0.06
H -3.921 0.667 -0.556 0.13
H -4.707 2.820 -0.679 0.11
H 0.350 -3.800 0.236 0.13
H -4.385 5.261 -0.875 0.10
H -1.675 -1.816 1.517 0.12
O 1.887 -0.268 -0.725 -0.17
C -2.868 0.957 -0.522 -0.06
H -0.127 4.667 -0.752 0.12
C -1.299 2.886 -0.613 -0.32
C -1.137 4.280 -0.739 -0.01
Ti 0.144 0.260 -0.147 1.05
H -3.511 -1.419 -0.069 0.12
```

Computed properties:
total charge	0
HOMO energy (spin up / spin down)	-6.830 / -7.326	eV
frontier orbital gap (spin up / spin down)	0.25716 / 0.26201	hartree
lowest unoccupied orbital energy (spin up / spin down)	0.006 / -0.007	Ha
2S+1	2

***

Entry from OMol25: a structure of composition C36H28NO6P2S2TeZr in a non-equilibrium geometry (wB97M-V/def2-TZVPD).

```
77
Properties=species:S:1:pos:R:3:lowdin_charge:R:1
H -5.503 2.984 -2.225 0.11
C 1.799 -3.495 -0.630 -0.28
C -0.665 0.977 5.383 -0.12
C -0.402 2.972 6.698 -0.07
H 0.428 4.669 5.674 0.11
H -5.433 4.781 1.581 0.11
C 0.286 -5.215 0.177 -0.03
C -4.265 -0.093 -1.536 -0.05
C -1.103 1.412 1.499 -0.98
H 4.990 0.586 3.116 0.11
C -2.686 1.646 -0.900 -0.39
S -0.960 -2.965 -0.395 0.59
H 3.838 -4.038 -0.799 0.14
H 3.517 3.579 0.428 0.11
H -2.381 -0.492 -0.723 0.02
H -4.513 -1.143 -1.604 0.12
C -4.811 2.224 -1.883 -0.06
C -0.154 1.643 4.273 -0.39
C -1.287 4.387 1.269 -0.09
C -4.877 4.185 2.296 -0.13
C -3.052 0.311 -1.020 -0.20
C -3.508 2.725 4.131 -0.11
O -0.625 -1.778 -1.266 -0.41
H 0.681 3.490 3.535 0.10
H -0.494 3.491 7.643 0.11
H 2.687 -0.088 3.644 0.12
H 1.189 -7.093 0.651 0.12
H 5.418 2.406 1.490 0.11
C 1.357 -6.085 0.297 -0.04
H -0.717 -5.538 0.418 0.13
C 1.784 1.371 2.334 -0.41
H -1.375 7.670 0.447 0.11
C -3.785 2.156 2.901 -0.54
C 0.258 2.971 4.384 -0.08
P 0.107 0.761 2.716 0.86
H -0.884 4.277 -2.108 0.12
O 1.482 -1.463 1.116 -0.55
C 2.630 -5.664 -0.050 -0.03
C -1.032 4.686 -1.116 -0.10
H -3.686 4.514 5.295 0.11
Zr -0.292 -0.461 0.366 1.43
O 1.501 0.112 -0.616 -0.55
H -3.345 3.660 -1.276 0.10
H -1.367 3.736 2.129 0.07
O -1.192 -2.254 0.940 -0.45
H -1.528 6.181 2.413 0.11
C 0.116 3.636 5.591 -0.06
C -1.380 5.766 1.424 -0.06
C -1.124 6.060 -0.951 -0.07
H 1.218 2.939 0.972 0.08
H -1.051 6.711 -1.812 0.11
C 4.161 1.091 2.638 -0.07
H -0.966 -0.060 5.301 0.10
N -4.562 4.779 3.449 0.08
H -6.114 0.598 -2.381 0.11
C 3.340 2.773 1.127 -0.06
C 0.500 -3.917 -0.281 -0.20
H -1.180 1.123 7.460 0.11
O -2.037 -3.773 -0.823 -0.19
H -2.996 2.192 4.915 0.08
C -3.913 4.037 4.348 -0.13
P -1.038 2.045 -0.205 0.94
H 3.467 -6.343 0.039 0.12
C -1.301 6.598 0.319 -0.06
C -5.155 0.883 -1.970 -0.05
C 2.849 -4.372 -0.514 0.01
C -0.784 1.643 6.596 -0.08
O 2.073 -2.209 -1.121 -0.25
Te -2.878 0.387 2.281 1.38
C 4.403 2.116 1.725 -0.06
C 2.036 2.398 1.432 -0.11
C -3.584 2.607 -1.349 -0.08
H -4.801 2.467 1.017 0.08
S 2.379 -1.007 -0.026 0.96
C -1.136 3.843 -0.005 -0.39
C -4.515 2.883 1.974 -0.12
C 2.860 0.717 2.937 -0.10
```

Computed properties:
total charge	+1
HOMO energy	-10.427	eV
frontier orbital gap	0.26187	hartree
lowest unoccupied orbital energy	-0.121	Ha
2S+1	1
energy relative to the best compared isomer or geometry (same formula, charge and spin)	75.08	kcal per mole

***

Entry from OMol25: a structure of composition C6H10Cl2NaO14 in a non-equilibrium geometry (wB97M-V/def2-TZVPD).

```
33
Properties=species:S:1:pos:R:3:lowdin_charge:R:1
O 0.360 -1.100 -1.235 0.06
H -4.135 1.502 3.128 0.14
H 2.354 -4.625 -1.023 0.11
Na 1.141 0.777 -0.016 0.52
O -2.017 1.343 3.195 0.14
H 0.057 -1.632 -4.263 0.10
O 3.638 -0.427 3.409 -0.32
O -1.788 1.643 -1.422 -0.21
C 1.268 -4.561 -0.952 -0.04
O -1.290 3.928 -2.016 -0.10
Cl 3.336 -0.615 2.053 0.60
H 1.631 -2.007 -4.714 0.10
C -3.198 1.990 3.397 -0.15
O -1.369 2.328 -3.715 -0.10
O 4.195 -1.583 1.464 -0.35
H -3.333 2.318 4.427 0.14
O 3.505 0.626 1.358 -0.38
H -2.701 4.026 3.366 0.14
C -2.977 3.259 2.642 -0.08
O 0.741 -3.278 -0.729 0.03
C 1.055 -1.721 -3.834 -0.05
H -3.764 3.540 1.942 0.14
C 0.818 -2.226 -1.548 -0.51
O 0.385 2.155 -2.163 -0.27
H 1.397 -0.700 -3.661 0.10
Cl -1.020 2.521 -2.314 0.76
O 1.969 -1.074 1.847 -0.38
O -1.731 3.039 1.929 0.09
H 0.890 -5.235 -0.184 0.10
O -0.161 1.471 1.952 0.13
O 1.112 -2.625 -2.766 0.03
H 0.873 -4.951 -1.890 0.09
C -1.241 1.894 2.337 -0.59
```

Computed properties:
total charge	0
HOMO energy (spin up / spin down)	-8.538 / -8.535	eV
frontier orbital gap (spin up / spin down)	0.30552 / 0.07077	hartree
lowest unoccupied orbital energy (spin up / spin down)	-0.008 / -0.243	Ha
2S+1	2
energy relative to the best compared isomer or geometry (same formula, charge and spin)	6.58	kcal per mole

***

> What is the 2S+1 in the fifth record?

1

***

> 2S+1 of number 5 (C6H12O)?

1